Formula: C23H66F3O14S12
Source: the Open Molecules 2025 dataset
Level of theory: ωB97M-V with the def2-TZVPD basis set

The calculation puts the calculated total energy at -191755.5474 eV. The total charge is -1. The calculation puts the energy above the lowest of the compared OMol25 structures with the same formula, charge and spin at 0.00 kcal per mole. The LUMO energy is 1.58 eV.

```
118
Properties=species:S:1:pos:R:3:mulliken_charge:R:1
C -21.90043 -10.16488 2.62575 -0.09
F -22.49602 -8.96615 2.68342 -0.17
F -22.90628 -11.08018 2.84873 0.19
F -21.46207 -10.38589 1.34429 0.17
S -20.32719 -10.29546 3.88804 -0.04
O -20.89979 -9.83347 5.13107 -0.32
O -20.01572 -11.67078 3.78979 -0.23
O -19.42251 -9.37716 3.22854 -0.23
C -18.59961 -7.21978 5.88240 -0.41
S -19.08915 -5.50588 6.34982 0.50
O -17.83151 -4.87454 6.83154 -0.66
C -19.99067 -5.95713 7.87264 -0.72
H -18.11920 -7.52615 6.80158 0.52
H -17.90296 -7.20840 5.00005 0.26
H -19.53003 -7.77413 5.66504 -0.27
H -20.84196 -6.59796 7.51329 0.16
H -20.36370 -5.07149 8.41171 0.38
H -19.38674 -6.63001 8.49694 0.23
C -24.67981 -13.99605 3.28570 -0.41
S -25.04431 -14.74197 1.70847 0.30
O -24.53106 -13.80756 0.69801 -0.46
C -26.82640 -14.48177 1.79862 -1.00
H -25.16634 -13.05536 3.49265 0.13
H -23.58038 -13.87048 3.31893 -0.10
H -24.98752 -14.74680 4.03960 0.54
H -27.12775 -13.43996 1.93111 0.23
H -27.26034 -15.03202 2.67775 0.37
H -27.31670 -15.00963 1.00034 0.39
C -21.11513 -9.83400 8.25644 -0.47
S -20.86702 -11.60405 8.77687 0.66
O -20.44047 -11.60406 10.20303 -0.75
C -19.27168 -11.83250 7.90793 -0.58
H -21.31669 -9.69240 7.17753 -0.16
H -20.19357 -9.30339 8.55005 0.30
H -21.98386 -9.45584 8.74771 0.48
H -18.85987 -12.84142 8.01384 0.35
H -18.58203 -11.11387 8.38883 0.41
H -19.42951 -11.62657 6.85423 -0.18
C -24.68617 -8.43988 5.33965 -0.59
S -25.47316 -10.04643 5.52177 0.78
O -24.95040 -10.69555 6.76844 -0.69
C -27.17522 -9.40385 5.99280 -1.11
H -25.09951 -7.87443 4.53369 0.37
H -23.63071 -8.58973 5.08343 -0.28
H -24.72818 -7.92814 6.30510 0.49
H -26.97309 -8.57751 6.70595 0.33
H -27.71058 -10.24540 6.47516 0.36
H -27.69125 -9.07471 5.09380 0.31
C -25.61340 -9.79282 1.02545 -0.40
S -26.96950 -8.72702 1.63822 0.35
O -26.59744 -8.24923 2.99942 -0.54
C -26.73197 -7.24476 0.58556 -1.00
H -25.60288 -10.66216 1.66490 0.03
H -24.69150 -9.24633 1.10632 -0.03
H -25.68575 -9.98630 -0.02920 0.53
H -26.98582 -7.52205 -0.43939 0.40
H -25.68654 -6.94828 0.59174 0.27
H -27.47743 -6.53564 0.97199 0.34
C -24.26300 -13.48004 8.10128 -0.96
S -22.81109 -14.05088 7.08954 0.56
O -23.36776 -15.14447 6.14728 -0.69
C -22.43620 -12.68278 5.92883 1.09
H -24.25922 -14.18809 8.89559 0.45
H -25.11335 -13.79162 7.47878 0.33
H -24.28055 -12.40621 8.42557 0.20
H -22.21834 -11.71484 6.32110 0.22
H -23.30893 -12.73209 5.28121 -0.36
H -21.62612 -13.11846 5.29124 -0.68
C -23.15191 -11.64282 -0.72054 -0.69
S -21.83572 -10.80777 -1.72085 0.65
O -21.92405 -11.41934 -3.12706 -0.75
C -22.70092 -9.18103 -1.76110 -0.84
H -22.78666 -12.59936 -0.43088 0.38
H -24.02304 -11.65404 -1.33999 0.61
H -23.44733 -11.11703 0.21065 -0.34
H -22.65449 -8.74412 -0.75269 0.07
H -23.69678 -9.35969 -2.11975 0.38
H -22.00370 -8.64080 -2.37985 0.37
C -14.01289 -10.66433 4.29440 -0.99
S -15.31189 -11.61415 5.08201 0.47
O -15.80012 -10.73250 6.19222 -0.61
C -16.60993 -11.48385 3.84082 -0.15
H -13.25542 -10.69235 5.10520 0.34
H -14.42273 -9.65899 4.13305 0.25
H -13.55464 -11.09232 3.43371 0.39
H -16.21957 -11.70186 2.83281 0.32
H -16.93422 -10.45045 3.75505 0.07
H -17.34272 -12.27934 3.98403 -0.14
C -18.72699 -12.20500 0.76110 -0.17
S -17.53334 -12.16166 -0.61370 0.55
O -16.14831 -12.19303 -0.02269 -0.68
C -17.88291 -13.86959 -1.16343 -0.97
H -18.76554 -11.18403 1.18363 -0.36
H -18.41441 -12.96040 1.47258 0.26
H -19.69151 -12.36306 0.30451 0.35
H -17.88623 -14.53546 -0.29320 0.27
H -17.05175 -14.23570 -1.74734 0.39
H -18.84626 -13.84828 -1.69403 0.31
C -20.87742 -15.80161 4.28643 -0.25
S -19.75079 -16.10069 5.68945 0.47
O -18.85189 -17.22189 5.33794 -0.67
C -18.72940 -14.58958 5.49472 -0.60
H -21.01534 -16.79567 3.87968 0.50
H -20.37116 -15.06843 3.59566 -0.02
H -21.80747 -15.41264 4.75806 -0.15
H -17.99436 -14.45777 6.30791 0.50
H -19.43374 -13.77230 5.49224 -0.14
H -18.30003 -14.63016 4.48747 0.28
C -19.78207 -6.27427 1.74927 -0.83
S -20.14460 -7.57874 0.53458 0.75
O -20.49553 -6.90131 -0.78324 -0.72
C -18.42141 -8.12163 0.45923 -0.67
H -19.63728 -6.83011 2.69844 0.03
H -20.70258 -5.65610 1.88641 0.34
H -18.88078 -5.78580 1.44195 0.40
H -17.75112 -7.25231 0.20090 0.48
H -18.38438 -8.88997 -0.34054 0.18
H -18.24350 -8.64141 1.41703 -0.03
```

***

Formula: C23H67F9N13O20S2Y
Source: the Open Molecules 2025 dataset
Level of theory: ωB97M-V with the def2-TZVPD basis set

The calculation puts the calculated total energy at -132430.9650 eV. The LUMO energy is -2.62 eV.

```
135
Properties=species:S:1:pos:R:3:mulliken_charge:R:1
Y 2.38736 2.65665 -3.16840 1.48
C 0.63704 1.50825 -7.14350 0.49
F -0.12442 0.90555 -8.02032 -0.20
F 1.77414 0.87413 -7.11669 -0.20
F 0.76106 2.77969 -7.45165 -0.21
S -0.29558 1.34063 -5.46933 1.19
O -1.63941 1.98409 -5.49055 -0.61
O -0.27704 -0.12146 -5.31543 -0.78
O 0.64632 1.97561 -4.50807 -0.58
C -0.31978 4.30007 0.30014 0.31
F 0.90834 4.28522 0.79596 -0.07
F -0.96866 3.21593 0.68230 0.15
F -0.91605 5.32910 0.79910 -0.28
S -0.47487 4.51586 -1.57764 1.29
O -1.81029 4.22706 -2.05355 -0.60
O -0.12695 5.91922 -1.94262 -0.73
O 0.58371 3.58414 -2.11814 -0.51
C 0.67252 0.24343 -0.88472 -0.83
O 1.47072 0.77873 0.20885 1.63
O 1.29306 0.72955 -2.06702 0.16
C 0.55280 -1.36979 -0.72480 0.31
F -0.48957 -1.77501 0.03394 -0.25
F 0.29872 -1.90281 -1.96662 -0.02
F 1.58222 -2.02213 -0.24001 -0.20
C 0.91427 0.79411 1.47629 0.08
C 1.58671 1.71222 2.52163 1.65
H 2.55690 1.28835 2.78078 -0.92
H 1.73043 2.74090 2.19109 -0.26
H 0.91473 1.84194 3.36999 -0.24
H 0.81323 -0.17758 1.95973 -0.03
H -0.06349 1.26628 1.38060 -0.06
H -0.35207 0.61489 -0.86626 0.17
C 2.34874 -5.50511 -1.82448 -1.52
C 1.05093 -5.52335 -0.96818 1.24
C -0.38116 -5.41425 -1.70027 -0.35
O -0.70722 -6.50420 -2.60833 -0.42
C -1.98990 -6.47978 -3.21063 -0.57
N 1.02195 -6.81085 -0.26601 -0.74
H 2.32107 -6.35382 -2.50788 0.37
H 3.23035 -5.64539 -1.19903 0.37
H 2.57103 -4.58318 -2.36182 0.32
H 1.13330 -4.63799 -0.33774 -0.47
H -0.39926 -4.58335 -2.40552 0.19
H -1.12873 -5.22769 -0.92927 0.30
H -2.80804 -6.24012 -2.53144 0.15
H -2.21610 -7.50362 -3.50843 0.27
H -1.84700 -5.91683 -4.13300 0.27
H 0.62826 -7.47002 -0.92221 0.35
H 1.99445 -7.07574 -0.20135 0.28
C -3.54334 1.70541 0.32830 -1.54
C -4.96490 1.15690 0.14917 0.83
C -5.99033 2.33337 0.56165 -0.86
O -7.25989 1.58729 0.68986 -0.26
C -8.26550 2.32831 1.33253 -0.87
N -5.08726 0.80196 -1.25390 -0.60
H -2.85613 0.87554 0.49309 0.26
H -3.46925 2.27412 1.25522 0.37
H -3.19016 2.40931 -0.42529 0.43
H -5.03341 0.31577 0.83903 0.23
H -5.92568 3.15179 -0.15536 0.38
H -5.60158 2.66951 1.52289 0.36
H -8.01886 2.93406 2.20451 0.32
H -9.19395 1.78518 1.50888 0.26
H -8.54502 3.12465 0.64274 0.36
H -6.03054 0.46960 -1.39481 0.31
H -4.43311 0.12518 -1.62017 -0.10
C -4.75831 -4.15703 -0.28141 -1.27
C -5.06951 -3.03727 -1.28932 0.51
C -3.81823 -2.35824 -1.87362 -0.26
O -4.04693 -1.32828 -2.85013 -0.62
C -2.93699 -0.83586 -3.58309 -0.53
N -5.94245 -3.59196 -2.32010 -0.84
H -4.49342 -3.60239 0.61875 0.37
H -3.95134 -4.82993 -0.57141 0.09
H -5.62937 -4.80108 -0.16076 0.41
H -5.63820 -2.21401 -0.85695 0.19
H -3.17834 -3.09030 -2.36630 0.53
H -3.25707 -1.94933 -1.03338 0.01
H -2.50381 -1.71294 -4.06391 0.51
H -2.23595 -0.25008 -2.98851 -0.08
H -3.06826 -0.18238 -4.44555 0.41
H -6.78606 -3.84385 -1.82515 0.28
H -6.17755 -2.78582 -2.88131 0.30
O 0.33856 2.37960 5.77817 -0.65
H -0.56761 2.64556 5.62214 0.37
H 0.46178 1.60983 5.22274 0.32
O 3.15479 2.63758 -0.82952 -0.40
H 2.62833 2.09627 -0.24125 0.25
H 3.88368 2.94112 -0.28840 0.13
O 3.30469 0.57419 -4.13695 -0.55
H 2.66101 -0.13294 -4.18029 0.33
H 4.07262 0.22788 -4.59147 0.22
O 1.52583 -1.59970 -4.43120 -0.94
H 1.34786 -1.52582 -3.49359 0.39
H 0.90753 -0.99488 -4.84122 0.49
C -1.83857 4.75682 4.93315 0.72
O -2.04593 3.75303 5.55624 -0.79
N -1.93692 5.88873 5.41599 -0.35
N -1.38593 4.81272 3.71545 -0.18
H -1.45179 6.61993 4.91590 0.14
H -2.37887 6.02757 6.31349 0.25
H -1.04320 3.96073 3.29504 -0.03
H -1.37720 5.71343 3.25856 0.14
C 2.86092 -2.12234 3.74440 0.74
O 2.43854 -1.17433 4.41757 -0.69
N 3.97155 -2.72427 3.90183 -0.29
N 2.16865 -2.93740 3.03029 -0.32
H 4.05618 -3.64676 3.49940 0.13
H 4.56146 -2.33132 4.62135 0.23
H 1.21323 -2.67878 2.82929 0.17
H 2.63826 -3.66716 2.51355 0.10
C 6.13795 0.73711 3.19821 0.43
O 6.22649 1.06424 2.03707 -0.76
N 4.95406 0.58114 3.76878 -0.25
N 7.09038 0.52207 3.98057 -0.36
H 4.86447 0.32630 4.74198 0.24
H 4.19628 0.92104 3.19403 -0.78
H 8.03501 0.70724 3.67483 0.30
H 6.87352 0.00555 4.82098 0.14
C 4.36116 4.50008 2.40250 0.62
O 5.24900 4.20100 1.65761 -0.64
N 4.35517 4.02033 3.65097 -0.36
N 3.36353 5.36535 2.19945 -0.32
H 5.21946 3.54401 3.86596 0.22
H 3.65270 4.27999 4.32863 0.17
H 3.24039 5.84642 1.31995 0.21
H 2.66473 5.42678 2.92609 0.13
C 5.18264 -1.39112 -0.07866 0.44
O 6.34466 -1.26193 -0.27794 -0.70
N 4.41939 -2.37754 -0.45102 -0.11
N 4.47311 -0.46759 0.53179 0.19
H 3.47862 -2.26900 -0.09993 0.09
H 4.77483 -3.22727 -0.86541 0.16
H 5.01315 0.22223 1.03438 -0.01
H 3.51209 -0.43087 0.22324 -0.21
```